[1]
Here is a structure of composition C24H23N3O5RuS2 from the Open Molecules 2025 dataset. Energies are from wB97M-V/def2-TZVPD.

```
58
Properties=species:S:1:pos:R:3
Ru -0.919 0.785 -0.645
C -2.638 -2.376 -3.029
C -1.652 -1.493 -2.340
O -2.068 -0.685 -1.499
C -0.254 -1.627 -2.698
C 0.792 -0.904 -2.251
C 2.180 -1.203 -2.707
N 0.643 0.158 -1.321
N 1.814 0.710 -0.929
C 1.602 1.710 -0.085
O 0.412 2.039 0.264
C 2.763 2.428 0.475
C 4.061 2.053 0.131
C 5.139 2.739 0.664
C 4.928 3.793 1.543
C 3.636 4.158 1.899
C 2.554 3.475 1.367
H -3.634 -2.205 -2.631
H -2.359 -3.424 -2.907
H -2.626 -2.153 -4.098
H -0.026 -2.413 -3.404
H 2.156 -1.903 -3.537
H 2.746 -1.640 -1.882
H 2.693 -0.290 -2.998
H 4.210 1.224 -0.547
H 6.147 2.445 0.402
H 5.773 4.331 1.953
H 3.474 4.970 2.594
H 1.543 3.747 1.637
S -1.924 2.285 -2.072
C -2.896 2.247 -0.613
C -4.185 1.678 -0.622
C -4.929 1.633 0.535
C -4.410 2.143 1.731
C -3.163 2.737 1.749
C -2.408 2.810 0.577
H -4.574 1.275 -1.547
H -5.923 1.204 0.518
H -4.995 2.086 2.639
H -2.778 3.167 2.665
H -1.465 3.336 0.564
N -1.430 0.061 1.222
C -0.759 -1.229 1.268
C 0.624 -1.244 1.394
C 1.289 -2.452 1.327
C 0.577 -3.636 1.136
C -0.809 -3.604 1.048
C -1.486 -2.394 1.115
S 1.470 -5.183 0.987
O 1.798 -5.520 2.359
O 2.613 -4.816 0.162
O 0.514 -6.070 0.345
H -2.436 0.016 1.360
H -1.040 0.733 1.876
H 1.170 -0.314 1.518
H 2.368 -2.504 1.403
H -1.338 -4.538 0.907
H -2.568 -2.354 1.030
```

Results
* 2S+1: 1
* E_HOMO (alpha / beta): -7.74 / -7.74 eV
* largest force on an atom: 0.9 eV/A
* calculated total energy: -2360.06879 Ha
* charge: 0

---

[2]
Here is an isolated molecule of C24H23N3O6 in a non-equilibrium geometry from the Open Molecules 2025 dataset. Energies are from wB97M-V/def2-TZVPD.

```
56
Properties=species:S:1:pos:R:3
O -2.164 0.819 -1.310
C -1.434 1.635 -0.789
N -1.383 2.935 -1.171
C -1.953 3.368 -2.424
C -0.880 3.499 -3.520
O -0.298 2.254 -3.832
C 0.651 1.701 -3.021
C 1.477 2.395 -2.142
C 2.424 1.714 -1.396
C 2.570 0.345 -1.516
C 1.764 -0.346 -2.408
C 0.812 0.320 -3.151
C -0.481 1.262 0.306
C -0.085 -0.073 0.352
C 0.867 -0.508 1.266
C 1.343 -1.928 1.367
O 1.855 -2.357 2.381
N 1.198 -2.666 0.246
C 1.465 -4.086 0.235
C 0.262 -4.902 0.747
O -0.912 -4.594 0.031
C -1.668 -3.503 0.383
C -2.541 -3.046 -0.606
C -3.372 -1.971 -0.367
C -3.345 -1.330 0.861
C -2.485 -1.782 1.844
C -1.650 -2.864 1.617
C 1.400 0.401 2.174
C 0.982 1.721 2.142
N 1.539 2.673 3.078
O 1.189 3.830 2.968
O 2.324 2.263 3.900
C 0.048 2.166 1.214
H -0.685 3.536 -0.761
H -2.678 2.606 -2.718
H -2.457 4.329 -2.292
H -0.126 4.242 -3.234
H -1.357 3.828 -4.446
H 1.407 3.467 -2.037
H 3.057 2.267 -0.718
H 3.309 -0.178 -0.928
H 1.884 -1.413 -2.529
H 0.173 -0.202 -3.844
H -0.572 -0.741 -0.342
H 0.695 -2.285 -0.539
H 1.705 -4.382 -0.788
H 2.320 -4.275 0.888
H 0.140 -4.746 1.822
H 0.448 -5.964 0.567
H -2.549 -3.558 -1.556
H -4.031 -1.621 -1.144
H -3.986 -0.482 1.045
H -2.455 -1.294 2.807
H -0.993 -3.185 2.411
H 2.127 0.070 2.901
H -0.257 3.201 1.254
```

Results
* 2S+1: 1
* SMILES string: O=C(NCCOc1ccccc1)c1cc(C(=O)NCCOc2ccccc2)cc([N+](=O)[O-])c1
* E_HOMO: -8.48 eV
* largest force on an atom: 1.2 eV/A
* calculated total energy: -1544.01408 Ha
* charge: 0
* relative energy (zero: lowest compared OMol25 entry of this formula, charge and spin): 2.6567 eV

---

[3]
Here is a structure of composition C24H23N3OReS3Se from the Open Molecules 2025 dataset. Energies are from wB97M-V/def2-TZVPD.

```
56
Properties=species:S:1:pos:R:3
Re 3.483 0.848 0.360
S 1.702 -0.353 1.380
C 0.347 -0.006 0.391
N -0.694 -0.783 0.360
C -1.904 -0.360 -0.371
C -2.057 1.131 -0.251
N -0.821 1.788 -0.704
C -1.010 3.037 -1.489
C -1.645 2.719 -2.817
C -2.926 3.174 -3.104
C -3.509 2.877 -4.329
C -2.816 2.120 -5.261
C -1.535 1.662 -4.975
C -0.949 1.963 -3.757
C 0.329 1.253 -0.433
S 1.804 1.898 -1.014
C -0.732 -2.118 1.033
C -1.502 -3.113 0.216
C -0.970 -3.579 -0.984
C -1.679 -4.489 -1.750
C -2.919 -4.944 -1.315
C -3.447 -4.492 -0.115
C -2.740 -3.574 0.650
H -2.754 -0.875 0.071
H -1.825 -0.679 -1.412
H -2.264 1.442 0.776
H -2.864 1.474 -0.895
H -0.044 3.524 -1.592
H -1.655 3.675 -0.883
H -3.465 3.776 -2.381
H -4.502 3.242 -4.555
H -3.268 1.894 -6.217
H -0.990 1.085 -5.710
H 0.062 1.627 -3.549
H -1.184 -1.965 2.015
H 0.300 -2.431 1.178
H 0.008 -3.243 -1.312
H -1.263 -4.857 -2.677
H -3.467 -5.662 -1.909
H -4.404 -4.857 0.230
H -3.147 -3.231 1.595
Se 3.916 2.524 2.003
C 3.894 1.383 3.549
C 5.039 0.682 3.911
C 5.020 -0.087 5.065
C 3.875 -0.140 5.848
C 2.741 0.577 5.485
C 2.742 1.342 4.330
H 5.937 0.740 3.311
H 5.905 -0.635 5.358
H 3.870 -0.733 6.752
H 1.859 0.550 6.111
H 1.868 1.916 4.050
O 5.123 1.363 -0.867
S 6.005 0.275 -0.217
N 5.121 -0.354 0.818
```

Results
* 2S+1: 4
* E_HOMO (alpha / beta): -14.16 / -14.42 eV
* largest force on an atom: 0.2 eV/A
* calculated total energy: -4841.56007 Ha
* charge: +2
* relative energy (zero: lowest compared OMol25 entry of this formula, charge and spin): 0.0000 eV

---

[4]
Here is a structure of composition C24H23N6O2RbS2 in a non-equilibrium geometry from the Open Molecules 2025 dataset. Energies are from wB97M-V/def2-TZVPD.

```
58
Properties=species:S:1:pos:R:3
Rb 0.955 1.576 0.552
C 2.812 -2.018 3.497
C 1.734 -1.356 2.644
N 1.931 -0.878 1.488
N 2.964 -1.522 0.859
C 4.218 -1.058 0.894
N 5.100 -2.040 0.530
S 4.609 0.470 1.408
C 0.432 -1.089 3.294
C 0.036 -1.858 4.396
C -1.259 -1.709 4.870
C -2.207 -0.910 4.182
C -1.733 -0.255 3.037
N -0.464 -0.316 2.659
H 3.718 -1.362 3.359
H 3.066 -3.032 3.178
H 2.556 -1.966 4.546
H 2.847 -2.253 0.160
H 4.806 -2.952 0.768
H 6.090 -1.748 0.566
H 0.689 -2.639 4.768
H -1.593 -2.204 5.772
H -3.250 -0.875 4.428
H -2.379 0.375 2.420
C -5.732 -1.213 1.524
C -4.797 -0.472 0.638
C -4.882 0.890 0.517
C -3.879 1.684 -0.039
C -2.925 1.068 -0.812
C -2.809 -0.343 -0.771
C -3.711 -1.065 -0.028
S -1.596 2.086 -1.502
O -1.986 2.840 -2.650
O -1.156 2.796 -0.347
N -0.481 1.001 -1.837
C 0.138 1.129 -3.015
C -0.571 0.939 -4.230
C 0.092 1.130 -5.439
C 1.402 1.638 -5.553
C 2.174 1.782 -4.382
C 3.502 2.280 -4.372
C 4.226 2.168 -3.188
C 3.582 1.741 -2.025
N 2.315 1.291 -1.997
C 1.568 1.367 -3.115
H -6.518 -0.541 1.907
H -5.221 -1.702 2.409
H -6.189 -1.968 0.933
H -5.675 1.510 0.974
H -3.989 2.779 -0.040
H -1.987 -0.798 -1.341
H -3.525 -2.106 0.063
H -1.609 0.520 -4.216
H -0.542 0.928 -6.289
H 1.866 1.638 -6.537
H 3.847 2.707 -5.307
H 5.280 2.361 -3.172
H 4.110 1.552 -1.036
```

Results
* 2S+1: 1
* E_HOMO: -6.59 eV
* largest force on an atom: 3.4 eV/A
* calculated total energy: -2227.78393 Ha
* charge: 0

---

[5]
Here is an isolated molecule of C24H23N7O3S2 in a non-equilibrium geometry from the Open Molecules 2025 dataset. Energies are from wB97M-V/def2-TZVPD.

```
59
Properties=species:S:1:pos:R:3
H 2.252 -1.188 0.684
N 2.037 -0.265 0.318
C 3.055 0.423 0.023
C 3.038 1.772 -0.522
C 2.013 2.671 -0.553
C 0.667 2.745 -0.064
C -0.081 1.684 0.458
C -1.367 1.873 0.922
C -1.954 3.135 0.881
O -3.202 3.437 1.322
C -3.991 2.416 1.882
C -4.443 1.378 0.887
C -4.567 1.642 -0.442
C -5.017 0.654 -1.383
O -5.170 0.763 -2.572
N -5.305 -0.586 -0.726
N -5.752 -1.662 -1.387
C -5.947 -2.664 -0.634
C -6.456 -3.976 -1.093
C -7.809 -4.297 -0.456
S -5.580 -2.359 1.079
C -5.143 -0.742 0.620
N -4.729 0.168 1.434
C -1.226 4.204 0.346
C 0.049 4.010 -0.120
C 4.310 2.323 -1.116
O 4.322 3.349 -1.758
N 5.490 1.644 -0.884
C 5.467 0.531 -0.269
S 6.872 -0.443 0.098
C 5.775 -1.646 0.804
C 6.281 -2.918 1.368
C 6.210 -4.086 0.360
C 4.763 -4.445 0.041
C 6.987 -3.767 -0.914
N 4.546 -1.318 0.756
N 4.353 -0.118 0.179
H 2.325 3.595 -1.038
H 0.365 0.704 0.486
H -1.910 1.024 1.308
H -3.481 1.916 2.714
H -4.873 2.927 2.282
H -4.329 2.615 -0.840
H -5.735 -4.751 -0.824
H -6.545 -3.937 -2.179
H -8.161 -5.263 -0.807
H -7.722 -4.331 0.627
H -8.543 -3.542 -0.725
H -1.695 5.175 0.311
H 0.595 4.848 -0.528
H 5.678 -3.172 2.242
H 7.316 -2.774 1.678
H 6.683 -4.945 0.849
H 4.247 -3.599 -0.405
H 4.728 -5.276 -0.659
H 4.229 -4.732 0.944
H 7.053 -4.651 -1.543
H 7.996 -3.436 -0.681
H 6.491 -2.984 -1.484
```

Results
* 2S+1: 1
* SMILES string: [H]/N=C1/C(=C\c2ccc(OCc3cc(=O)n4nc(CC)sc4n3)cc2)C(=O)N=C2SC(CC(C)C)=NN21
* E_HOMO: -8.28 eV
* largest force on an atom: 1.4 eV/A
* calculated total energy: -2333.73569 Ha
* charge: 0
* relative energy (zero: lowest compared OMol25 entry of this formula, charge and spin): 0.0000 eV

---

[6]
Here is a cluster of 2 separate species, C24H23NO2 in total in a non-equilibrium geometry from the Open Molecules 2025 dataset. Energies are from wB97M-V/def2-TZVPD.

```
50
Properties=species:S:1:pos:R:3
C 1.999 -3.729 5.363
O 1.511 -3.114 4.157
C 0.823 -1.937 4.240
C 0.602 -1.233 5.440
C -0.101 -0.032 5.336
C -0.588 0.462 4.154
C -0.351 -0.204 2.894
O -0.683 0.315 1.764
C 0.350 -1.455 3.013
H 2.466 -4.642 5.005
H 2.743 -3.100 5.873
H 1.183 -3.971 6.061
H 0.970 -1.621 6.381
H -0.252 0.513 6.265
H -1.131 1.408 4.132
H 0.570 -2.029 2.108
C -3.767 -1.092 -0.621
C -3.137 -0.111 -1.512
N -3.786 0.385 -2.593
C -2.965 1.268 -3.299
C -1.728 1.333 -2.623
C -0.748 2.165 -3.154
C -1.038 2.919 -4.310
C -2.289 2.870 -4.934
C -3.285 2.028 -4.427
C -1.837 0.455 -1.448
C -0.841 0.079 -0.528
C 0.561 0.162 -0.896
C 1.019 -0.147 -2.209
C 2.362 -0.017 -2.553
C 3.320 0.412 -1.625
C 4.747 0.650 -2.037
C 2.897 0.621 -0.305
C 1.570 0.481 0.039
H -2.984 -1.504 0.022
H -4.526 -0.597 0.006
H -4.255 -1.911 -1.177
H -4.743 0.168 -2.841
H 0.223 2.218 -2.670
H -0.261 3.567 -4.726
H -2.488 3.489 -5.805
H -4.279 1.957 -4.864
H -1.144 -0.468 0.357
H 0.323 -0.497 -2.965
H 2.689 -0.231 -3.572
H 5.367 0.872 -1.160
H 5.178 -0.221 -2.549
H 4.832 1.502 -2.727
H 3.626 0.912 0.455
H 1.275 0.653 1.064
```

Results
* 2S+1: 1
* E_HOMO: -6.10 eV
* largest force on an atom: 2.8 eV/A
* calculated total energy: -1133.48513 Ha
* charge: 0
* relative energy (zero: lowest compared OMol25 entry of this formula, charge and spin): 3.5923 eV

---

[7]
Here is a structure of composition C24H24AsN7O4OsS in a non-equilibrium geometry from the Open Molecules 2025 dataset. Energies are from wB97M-V/def2-TZVPD.

```
62
Properties=species:S:1:pos:R:3
Os -0.774 -0.301 0.570
O 0.414 0.010 -1.642
S 1.682 0.178 -0.951
O 2.264 1.485 -1.024
N 1.225 -0.148 0.636
C 2.004 -0.151 1.730
C 3.404 -0.172 1.735
C 4.111 -0.198 2.934
C 3.462 -0.196 4.151
C 2.052 -0.154 4.209
C 1.319 -0.108 5.414
C -0.052 -0.028 5.368
C -0.690 -0.008 4.120
N -0.026 -0.068 2.989
C 1.314 -0.135 2.997
C 2.770 -1.139 -1.413
C 2.199 -2.400 -1.431
C 3.000 -3.495 -1.706
C 4.355 -3.311 -1.952
C 4.908 -2.038 -1.945
C 4.113 -0.935 -1.673
H 3.933 -0.171 0.796
H 5.190 -0.220 2.905
H 4.023 -0.201 5.074
H 1.844 -0.118 6.359
H -0.639 0.027 6.271
H -1.765 0.079 4.046
H 1.136 -2.503 -1.258
H 2.576 -4.487 -1.731
H 4.986 -4.165 -2.151
H 5.957 -1.897 -2.149
H 4.507 0.070 -1.678
C -2.333 3.950 -0.687
As -0.665 2.958 -0.943
C 0.797 4.143 -0.448
C -0.512 2.590 -2.849
O -0.873 1.690 0.142
H -2.275 4.933 -1.149
H -2.520 4.059 0.384
H -3.154 3.383 -1.129
H 0.700 5.043 -1.061
H 1.747 3.654 -0.660
H 0.733 4.410 0.607
H -1.224 1.836 -3.184
H 0.501 2.255 -3.059
H -0.712 3.532 -3.366
N -3.742 -1.390 0.500
C -4.615 -1.727 -0.458
C -4.168 -1.163 -1.638
C -3.004 -0.488 -1.294
N -2.753 -0.626 0.011
H -3.793 -1.619 1.483
H -5.470 -2.342 -0.267
H -4.610 -1.232 -2.610
H -2.337 0.072 -1.920
O -0.801 -2.176 1.086
N 0.055 -2.750 1.892
C 0.196 -4.035 1.933
C -0.499 -4.932 1.071
N -1.095 -5.563 0.324
C 1.093 -4.588 2.885
N 1.798 -5.054 3.657
```

Results
* 2S+1: 5
* E_HOMO (alpha / beta): -14.21 / -14.40 eV
* largest force on an atom: 2.3 eV/A
* calculated total energy: -4337.14853 Ha
* charge: +2
* relative energy (zero: lowest compared OMol25 entry of this formula, charge and spin): 1.2550 eV

---

[8]
Here is a structure of composition C24H24CdClO6P from the Open Molecules 2025 dataset. Energies are from wB97M-V/def2-TZVPD.

```
57
Properties=species:S:1:pos:R:3
Cd 1.351 1.219 -0.347
O 0.168 1.382 -4.614
C -0.081 1.045 -3.461
O 0.424 1.523 -2.389
C -1.144 -0.061 -3.252
P -1.032 -0.693 -1.537
C 0.498 -1.718 -1.638
C 1.376 -1.736 -2.719
C 2.534 -2.508 -2.677
C 2.827 -3.272 -1.560
C 1.964 -3.258 -0.473
C 0.820 -2.478 -0.510
C -2.308 -2.056 -1.614
C -3.628 -1.641 -1.414
C -4.689 -2.535 -1.475
C -4.449 -3.880 -1.719
C -3.144 -4.314 -1.895
C -2.085 -3.410 -1.845
H -1.024 -0.847 -3.997
H -2.130 0.387 -3.386
H 1.187 -1.128 -3.595
H 3.221 -2.482 -3.514
H 3.747 -3.842 -1.516
H 2.203 -3.820 0.422
H 0.165 -2.443 0.355
H -3.823 -0.596 -1.194
H -5.702 -2.182 -1.319
H -5.272 -4.584 -1.766
H -2.942 -5.363 -2.077
H -1.074 -3.771 -1.993
C 2.406 2.582 2.719
C 1.120 1.804 2.835
C 1.104 0.919 4.057
C 0.459 1.256 1.594
C -0.175 2.454 2.309
C -0.111 3.822 1.700
C -1.120 4.733 1.840
C -2.307 4.494 2.573
C -2.432 3.200 3.130
C -1.468 2.232 3.035
H 3.266 1.911 2.822
H 2.465 3.351 3.499
H 2.507 3.082 1.757
H 1.852 0.124 3.941
H 0.131 0.452 4.212
H 1.348 1.484 4.965
H -0.067 0.312 1.748
H 0.748 4.071 1.087
H -0.997 5.694 1.341
H -3.094 5.233 2.651
H -3.347 2.944 3.664
H -1.661 1.248 3.451
O 3.591 -0.533 0.497
Cl 4.314 0.324 -0.431
O 5.502 -0.320 -0.928
O 4.624 1.584 0.209
O 3.383 0.603 -1.556
```

Results
* 2S+1: 1
* E_HOMO: 0.86 eV
* largest force on an atom: 0.8 eV/A
* calculated total energy: -2349.38654 Ha
* charge: -2
* relative energy (zero: lowest compared OMol25 entry of this formula, charge and spin): 0.6302 eV